{
  "formula": "C17H26N2O4",
  "method": "wB97M-V/def2-TZVPD",
  "species": ["O", "O", "O", "O", "C", "C", "C", "N", "N", "C", "C", "C", "C", "C", "C", "C", "C", "C", "C", "C", "C", "C", "C", "H", "H", "H", "H", "H", "H", "H", "H", "H", "H", "H", "H", "H", "H", "H", "H", "H", "H", "H", "H", "H", "H", "H", "H", "H", "H"],
  "xyz": [[2.267, -0.505, -1.519], [-2.713, -3.929, 2.031], [-2.481, -0.700, 0.804], [-2.733, -3.840, -0.277], [1.122, -0.474, -1.133], [-2.168, -3.732, 0.949], [-1.410, -0.701, 0.263], [-0.752, -1.920, 0.006], [0.399, 0.675, -0.855], [1.386, -1.728, 3.827], [1.049, -2.212, 2.408], [1.472, 4.143, -1.848], [-0.003, 4.494, -1.984], [0.171, -2.544, -2.234], [-0.370, -2.696, 2.407], [1.624, 2.645, -1.947], [-0.920, 3.603, -1.088], [-1.035, 1.722, 0.588], [0.478, -1.882, -0.869], [-0.782, -3.090, 0.944], [1.003, 1.991, -0.710], [-0.137, 2.781, -0.082], [-1.025, 0.613, -0.433], [-3.648, -4.016, -0.080], [1.075, -2.479, 4.576], [0.963, -0.816, 4.078], [2.480, -1.515, 3.860], [1.151, -1.372, 1.651], [1.758, -3.063, 2.234], [1.944, 4.635, -0.952], [2.009, 4.481, -2.800], [-0.173, 5.490, -1.633], [-0.505, 4.344, -2.976], [0.577, -3.626, -2.203], [0.814, -2.123, -2.967], [-0.885, -2.494, -2.533], [-0.976, -1.913, 2.865], [-0.407, -3.592, 3.067], [1.079, 2.401, -2.795], [2.643, 2.225, -2.167], [-1.694, 4.189, -0.534], [-1.478, 3.016, -1.819], [-0.612, 1.433, 1.533], [-1.992, 2.174, 0.689], [1.319, -2.363, -0.376], [-0.190, -3.955, 0.631], [1.814, 1.838, -0.039], [0.247, 3.528, 0.658], [-1.756, 0.859, -1.215]],
  "forces_ev_per_angstrom": [[0.6, 0.6, -0.2], [0.2, -0.6, -2.5], [-0.9, 0.0, 1.5], [0.8, -0.1, 1.0], [-1.6, 0.2, 0.8], [-0.7, 1.8, 2.2], [-0.4, -1.7, -1.9], [2.5, 0.7, -0.1], [-0.3, -2.4, -1.2], [1.9, -1.3, -0.7], [0.8, 0.5, 0.4], [1.3, 0.8, -1.9], [-1.4, -0.5, 0.6], [1.0, -2.1, 0.9], [0.2, -1.1, -0.7], [1.1, -0.7, 1.4], [-0.3, 0.4, -0.2], [0.6, 1.3, -0.7], [-1.2, 1.1, -0.4], [-1.5, 0.7, 0.7], [0.1, -0.2, -0.5], [0.0, 0.8, 0.9], [1.8, -0.7, 0.8], [-1.0, -0.3, -0.1], [0.4, 0.3, -0.3], [-1.3, 1.8, 0.4], [-0.6, -0.5, 0.4], [0.3, -1.0, 0.9], [-0.5, 0.8, -0.5], [-0.4, -0.6, -0.9], [-0.5, 0.3, 1.5], [0.1, 0.9, -0.3], [1.4, 0.6, 0.4], [-1.2, 1.4, 0.0], [0.4, 0.7, -0.8], [0.4, -0.1, 0.3], [-0.5, -0.2, -0.4], [-0.3, 0.5, -0.5], [-1.3, -0.8, -1.8], [-0.8, 0.7, 0.6], [0.6, -0.3, -0.5], [-0.1, -0.6, 0.4], [0.0, -0.4, 0.5], [-1.0, 0.0, 0.5], [-0.2, -0.3, 0.1], [0.8, 0.7, -0.5], [0.7, 0.2, 1.0], [-0.1, -0.8, -0.4], [0.3, -0.5, -0.1]],
  "smiles": "CCC[C@@H](C(=O)O)N1C(=O)[C@H]2C[C@@H]3CCCC[C@@H]3N2C(=O)[C@@H]1C",
  "relative_energy_ev": 2.312,
  "homo_lumo_gap_ev": 10.022,
  "lumo_ev": 0.689
}

{
  "formula": "C32H42N6O5S3Ti",
  "method": "wB97M-V/def2-TZVPD",
  "species": ["Ti", "C", "C", "N", "N", "C", "O", "C", "C", "C", "C", "C", "C", "C", "C", "C", "C", "C", "N", "H", "H", "H", "H", "H", "H", "H", "H", "H", "H", "H", "H", "O", "S", "O", "N", "C", "S", "C", "C", "C", "C", "C", "C", "H", "H", "H", "H", "C", "N", "C", "C", "O", "N", "C", "C", "H", "H", "H", "H", "H", "H", "H", "H", "H", "H", "H", "H", "C", "C", "C", "S", "O", "C", "C", "C", "H", "H", "H", "H", "H", "H", "H", "H", "H", "H", "H", "H", "H", "H"],
  "xyz": [[0.339, -0.519, -0.347], [4.617, -0.319, -1.215], [3.127, -0.348, -1.304], [2.315, -0.680, -0.280], [2.927, -0.997, 0.922], [2.017, -1.387, 1.750], [0.756, -1.469, 1.371], [2.375, -1.719, 3.145], [1.389, -2.138, 4.032], [1.711, -2.446, 5.346], [3.022, -2.339, 5.785], [4.012, -1.919, 4.903], [3.691, -1.611, 3.591], [2.380, -0.005, -2.432], [2.889, 0.311, -3.716], [2.033, 0.560, -4.742], [0.634, 0.498, -4.512], [0.188, 0.201, -3.261], [1.016, -0.055, -2.213], [4.922, -0.380, -0.175], [5.010, 0.605, -1.645], [5.073, -1.154, -1.756], [0.367, -2.208, 3.680], [0.936, -2.766, 6.031], [3.274, -2.577, 6.811], [5.035, -1.828, 5.242], [4.449, -1.276, 2.896], [3.962, 0.349, -3.851], [2.409, 0.807, -5.726], [-0.073, 0.705, -5.302], [-0.869, 0.167, -3.035], [0.276, 4.650, -2.825], [-0.713, 4.203, -1.888], [-2.082, 4.144, -2.331], [-0.276, 2.749, -1.230], [-0.008, 2.871, 0.040], [0.457, 1.598, 1.074], [-0.173, 4.252, 0.596], [0.019, 4.700, 1.892], [-0.219, 6.042, 2.164], [-0.638, 6.916, 1.164], [-0.829, 6.467, -0.135], [-0.589, 5.131, -0.383], [0.347, 4.016, 2.663], [-0.074, 6.417, 3.169], [-0.814, 7.957, 1.405], [-1.156, 7.134, -0.922], [-0.274, -5.659, 0.668], [-0.434, -4.217, 0.568], [-1.582, -3.677, 1.273], [0.117, -3.489, -0.431], [-0.464, -2.464, -0.862], [1.282, -3.935, -0.952], [1.725, -3.412, -2.237], [2.354, -4.428, -0.094], [-1.236, -6.146, 0.488], [0.074, -5.943, 1.663], [0.432, -6.021, -0.073], [-1.628, -4.145, 2.257], [-2.514, -3.879, 0.738], [-1.456, -2.606, 1.404], [2.344, -2.525, -2.115], [0.864, -3.160, -2.853], [2.309, -4.187, -2.733], [2.008, -4.522, 0.932], [3.174, -3.705, -0.101], [2.728, -5.393, -0.443], [-3.189, 2.688, 2.307], [-3.366, 1.996, 0.961], [-3.409, 0.482, 1.120], [-3.026, -0.486, -0.349], [-1.646, -0.006, -0.756], [-4.141, 0.196, -1.601], [-3.662, 1.479, -2.268], [-4.332, 1.688, -3.620], [-3.177, 3.772, 2.181], [-2.240, 2.395, 2.761], [-3.998, 2.437, 2.997], [-2.538, 2.255, 0.300], [-4.284, 2.340, 0.479], [-4.370, 0.118, 1.491], [-2.636, 0.141, 1.816], [-5.114, 0.293, -1.113], [-4.225, -0.613, -2.331], [-2.579, 1.446, -2.388], [-3.852, 2.342, -1.634], [-4.095, 0.876, -4.312], [-3.986, 2.622, -4.060], [-5.420, 1.740, -3.525]],
  "forces_ev_per_angstrom": [[-0.2, -0.4, 0.2], [0.0, 0.0, -0.1], [-0.2, 0.3, -0.4], [0.5, 0.0, 0.3], [0.0, -0.2, 0.0], [-0.1, 0.2, -0.1], [0.0, 0.3, 0.0], [-0.1, -0.2, 0.0], [-0.1, 0.0, 0.0], [0.0, 0.0, 0.0], [0.0, 0.0, -0.1], [0.0, 0.0, 0.0], [0.0, 0.0, 0.0], [0.1, -0.2, 0.5], [0.0, 0.1, -0.1], [0.1, 0.0, 0.0], [-0.1, 0.0, 0.2], [0.0, 0.1, -0.3], [-0.1, 0.0, 0.0], [0.0, 0.0, 0.0], [0.0, 0.0, 0.0], [0.0, 0.0, 0.0], [0.0, 0.0, 0.0], [0.0, 0.0, 0.0], [0.0, 0.0, 0.0], [0.0, 0.0, 0.0], [0.0, 0.0, 0.0], [0.0, 0.0, 0.0], [0.0, 0.0, 0.0], [0.0, 0.0, 0.0], [0.0, 0.0, 0.0], [0.0, 0.0, 0.0], [0.1, 0.0, -0.1], [-0.1, 0.0, 0.1], [0.0, 0.2, 0.1], [0.0, -0.1, -0.1], [0.0, 0.0, -0.1], [0.0, 0.1, 0.1], [0.0, 0.0, 0.0], [0.0, 0.0, 0.0], [0.0, 0.0, 0.0], [0.0, -0.1, -0.1], [-0.1, -0.1, 0.0], [0.0, 0.0, 0.0], [0.0, 0.0, 0.0], [0.0, 0.0, 0.0], [0.0, 0.0, 0.0], [0.0, 0.0, 0.0], [-0.2, -0.1, 0.0], [0.1, 0.0, 0.0], [0.0, -0.2, 0.1], [-0.1, 0.2, 0.0], [0.2, 0.0, -0.1], [-0.1, 0.0, 0.0], [0.0, 0.1, 0.0], [0.0, 0.0, 0.0], [0.0, 0.0, 0.0], [0.0, 0.0, 0.0], [0.0, 0.0, 0.0], [0.0, 0.0, 0.0], [0.0, 0.0, 0.0], [0.0, 0.1, 0.0], [0.0, 0.0, 0.0], [0.0, 0.0, 0.0], [0.0, 0.0, 0.0], [0.0, 0.0, 0.0], [0.0, 0.0, 0.0], [0.0, 0.0, 0.0], [0.0, 0.0, 0.0], [0.0, 0.0, 0.0], [-0.1, -0.1, 0.1], [0.0, 0.0, -0.1], [0.0, 0.0, 0.0], [0.0, 0.1, 0.0], [0.0, 0.0, 0.0], [0.0, 0.0, 0.0], [0.0, 0.0, 0.0], [0.0, 0.0, 0.0], [0.0, 0.0, 0.0], [0.0, 0.0, 0.0], [0.0, 0.0, 0.0], [0.0, 0.0, 0.0], [0.0, 0.0, 0.0], [0.0, 0.0, 0.0], [0.0, 0.0, 0.0], [0.0, 0.0, 0.0], [0.0, 0.0, 0.0], [0.0, 0.0, 0.0], [0.0, 0.0, 0.0]],
  "relative_energy_ev": 0.000,
  "homo_lumo_gap_ev": [5.529, 6.153],
  "lumo_ev": [0.152, 0.152]
}

{
  "formula": "C15H16ClF3N2O3P2",
  "method": "wB97M-V/def2-TZVPD",
  "species": ["N", "C", "P", "C", "O", "N", "C", "O", "F", "P", "O", "Cl", "H", "H", "H", "H", "H", "H", "F", "C", "C", "C", "C", "C", "C", "H", "H", "H", "H", "H", "F", "C", "C", "C", "C", "C", "C", "H", "H", "H", "H", "H"],
  "xyz": [[-2.154, 3.641, -1.161], [-2.891, 2.867, -0.114], [-2.364, 1.046, -0.171], [-3.357, 0.061, 1.079], [-3.702, -1.025, 0.754], [-3.774, 0.526, 2.378], [-2.956, 1.572, 2.913], [-3.427, 2.592, 3.193], [-1.628, 1.412, 3.162], [-0.228, 0.930, 0.430], [-0.136, -0.519, 1.277], [0.945, 0.651, -1.272], [-1.798, 4.481, -0.705], [-2.880, 3.994, -1.785], [-2.638, 3.321, 0.862], [-3.971, 2.865, -0.344], [-3.822, -0.251, 3.044], [0.048, -0.260, 2.195], [-1.177, -0.202, -3.230], [-0.873, -1.242, -4.023], [-1.806, -1.684, -4.942], [-1.492, -2.756, -5.766], [-0.256, -3.380, -5.655], [0.670, -2.928, -4.723], [0.364, -1.849, -3.905], [-2.768, -1.191, -5.009], [-2.213, -3.106, -6.495], [-0.014, -4.219, -6.296], [1.633, -3.417, -4.634], [1.076, -1.479, -3.180], [2.162, 0.882, 1.731], [3.065, 0.423, 2.621], [3.524, 1.266, 3.615], [4.450, 0.789, 4.533], [4.910, -0.519, 4.440], [4.441, -1.353, 3.432], [3.507, -0.882, 2.519], [3.160, 2.284, 3.665], [4.813, 1.437, 5.320], [5.635, -0.888, 5.155], [4.802, -2.371, 3.358], [3.123, -1.519, 1.732]],
  "forces_ev_per_angstrom": [[-0.9, 0.0, 0.5], [1.1, 0.3, 0.6], [-0.8, -0.4, -1.9], [0.2, 0.5, 1.0], [-0.2, -1.3, -0.5], [2.5, -0.1, -0.1], [-0.7, -0.5, 0.0], [-0.6, 2.3, 0.6], [-0.4, -1.1, -0.5], [0.7, 0.8, 1.5], [-0.6, 0.7, -0.9], [-0.8, -0.4, 0.5], [0.1, -0.3, -0.2], [0.5, -0.2, -0.2], [-0.7, -0.2, -0.4], [0.4, -0.1, 0.6], [-0.3, 0.0, -0.4], [0.1, -0.1, -0.3], [-0.1, -0.1, -0.1], [0.1, -0.3, -0.2], [-0.2, 0.1, 0.0], [0.2, 0.0, 0.1], [0.0, -0.1, -0.1], [-0.2, 0.1, -0.1], [0.2, 0.1, 0.1], [0.0, 0.0, 0.0], [0.0, 0.0, 0.0], [0.0, 0.0, 0.0], [0.0, 0.0, 0.0], [-0.1, 0.0, 0.0], [0.3, 0.1, 0.2], [0.4, -0.2, 0.3], [-0.1, 0.3, 0.0], [0.0, -0.2, -0.1], [0.1, 0.0, 0.1], [0.0, 0.2, 0.1], [-0.1, -0.2, -0.2], [0.0, 0.0, 0.0], [0.0, 0.0, 0.0], [0.0, 0.0, 0.0], [0.0, 0.0, 0.0], [0.0, 0.1, 0.0]],
  "smiles": "NCP(C(=O)NC(=O)F)#P(O)Cl.Fc1ccccc1.Fc1ccccc1",
  "homo_lumo_gap_ev": 8.247,
  "lumo_ev": 0.309
}

{
  "formula": "C7H12NO3P",
  "method": "wB97M-V/def2-TZVPD",
  "species": ["C", "C", "C", "C", "C", "C", "C", "N", "O", "O", "O", "P", "H", "H", "H", "H", "H", "H", "H", "H", "H", "H", "H", "H"],
  "xyz": [[0.641, -1.279, -2.735], [2.631, 2.253, 0.397], [0.602, -0.603, -1.575], [1.732, 1.267, 0.449], [0.362, -1.315, -0.312], [-0.735, -0.208, 2.130], [-1.975, -0.152, 0.026], [-0.685, -0.065, 0.622], [-0.260, 2.217, -1.076], [0.678, -2.220, 0.336], [-0.405, 2.528, 1.490], [0.045, 1.839, 0.305], [0.666, -0.687, -3.584], [0.715, -2.369, -2.917], [3.696, 1.997, 0.449], [2.524, 3.288, 0.750], [0.610, 0.425, -1.458], [1.965, 0.237, 0.310], [-0.989, 0.788, 2.399], [-1.435, -0.965, 2.252], [0.265, -0.378, 2.491], [-2.344, -1.224, 0.058], [-2.769, 0.347, 0.464], [-1.885, 0.061, -0.997]],
  "forces_ev_per_angstrom": [[0.4, -0.6, 1.5], [1.7, -0.7, 2.0], [-0.3, -4.0, -0.6], [0.0, 2.1, -0.7], [-1.0, 3.0, 1.8], [1.3, 0.7, -2.9], [-0.2, -3.6, -0.5], [2.3, 0.7, -0.4], [-0.4, -0.2, -0.8], [0.1, -0.9, -0.3], [-0.8, 1.1, 1.6], [0.3, -1.9, 0.0], [0.2, 1.0, -1.7], [-0.4, 0.7, 0.7], [-0.2, -0.1, -0.5], [-0.9, -0.3, -0.9], [-0.2, 1.8, -0.6], [0.6, -0.4, 0.0], [-0.8, 0.5, 1.0], [-1.1, -1.4, 1.2], [0.3, -0.5, 0.3], [0.4, 0.7, 0.0], [-1.1, 1.8, 1.1], [-0.1, 0.7, -1.4]],
  "relative_energy_ev": 2.525,
  "homo_lumo_gap_ev": 9.021,
  "lumo_ev": -0.757
}